Entry from OMol25: a structure of composition C41H33IN5O4Pd (ωB97M-V with the def2-TZVPD basis set).

```
85
Properties=species:S:1:pos:R:3:forces:R:3
Pd -2.1030 -0.6472 0.0420 -0.29 -0.17 -0.26
C -1.5266 3.8338 -0.8534 0.02 0.00 -0.01
C -1.0570 3.3604 0.4812 -0.07 -0.12 -0.01
N -0.2136 4.0835 1.1632 0.03 0.00 0.02
C 0.2364 3.6129 2.3529 0.02 0.03 0.02
C -0.1791 2.4386 2.9097 0.00 0.00 -0.02
C 0.3741 2.0359 4.2465 0.00 -0.04 0.01
O -0.6004 2.0996 5.2980 0.01 0.01 -0.02
C -1.1073 1.6274 2.1958 -0.02 -0.04 0.05
C -1.5929 0.4243 2.8273 0.00 0.01 -0.05
N -2.1291 -0.5808 2.2285 -0.04 0.13 0.09
C -2.4989 -1.7043 2.9919 0.19 0.05 0.07
C -1.7110 -2.1504 4.0557 0.00 0.01 -0.01
C -2.0687 -3.2630 4.7916 0.05 0.03 0.02
C -3.2163 -3.9719 4.4699 -0.06 -0.03 -0.02
C -3.9894 -3.5669 3.3945 0.04 0.00 0.02
C -3.6236 -2.4477 2.6592 -0.16 -0.18 0.03
I -4.7918 -1.9413 1.0106 -0.13 0.10 -0.08
C -1.5488 2.0667 0.9289 -0.03 0.17 -0.06
O -2.3756 1.4536 0.1605 0.10 0.01 0.16
H -1.1179 4.8224 -1.0531 -0.01 0.00 -0.01
H -2.6167 3.8505 -0.9055 0.00 0.00 0.00
H -1.1959 3.1248 -1.6142 0.00 0.01 -0.01
H 0.9800 4.2222 2.8558 0.00 0.01 0.00
H 1.2277 2.6774 4.4831 0.01 0.00 0.00
H 0.7326 1.0041 4.2388 0.00 0.01 -0.01
H -1.1061 2.9068 5.1561 -0.01 0.00 0.01
H -1.5022 0.3937 3.9140 0.02 -0.01 -0.01
H -0.7835 -1.6356 4.2669 0.00 0.00 0.00
H -1.4336 -3.5914 5.6042 0.00 0.00 0.00
H -3.4981 -4.8511 5.0344 0.00 0.00 0.00
H -4.8734 -4.1232 3.1149 0.00 0.00 0.00
O 0.1011 -2.5765 1.3774 -0.04 -0.29 0.19
C 0.6360 -1.6072 0.8740 0.25 0.01 0.04
N 1.9993 -1.3244 0.9582 0.02 -0.05 0.00
C 2.3248 -0.2119 0.0772 0.04 -0.03 0.02
C 0.9020 0.2414 -0.3466 -0.15 -0.07 -0.09
O 0.6848 1.2106 -1.0435 -0.01 0.05 -0.02
N 0.0050 -0.6283 0.1674 0.13 0.36 -0.16
C 2.9972 0.9384 0.8050 0.03 0.00 0.03
C 3.3138 0.8548 2.1545 0.02 -0.01 -0.01
C 3.8957 1.9328 2.8112 -0.02 0.01 0.02
C 4.1494 3.1104 2.1276 0.00 0.02 0.01
C 3.8241 3.2027 0.7797 0.01 0.01 0.00
C 3.2596 2.1243 0.1207 -0.03 0.01 -0.01
C 3.0913 -0.7040 -1.1462 0.03 0.00 0.00
C 4.4731 -0.5746 -1.2283 -0.01 0.02 0.02
C 5.1681 -1.1004 -2.3093 0.01 -0.02 -0.02
C 4.4862 -1.7613 -3.3196 0.01 0.01 0.00
C 3.1065 -1.8976 -3.2427 0.00 0.00 -0.01
C 2.4124 -1.3731 -2.1640 0.01 -0.01 0.00
H 2.6114 -2.1255 0.9780 -0.02 -0.01 0.01
H 3.0973 -0.0597 2.6904 -0.01 0.00 0.00
H 4.1413 1.8501 3.8633 0.00 0.00 0.00
H 4.5912 3.9560 2.6404 0.00 0.00 0.00
H 4.0021 4.1247 0.2410 0.00 0.00 0.00
H 2.9889 2.2026 -0.9234 0.00 0.00 0.00
H 5.0076 -0.0491 -0.4465 0.01 0.00 0.00
H 6.2443 -0.9895 -2.3612 0.00 0.00 0.00
H 5.0270 -2.1679 -4.1653 0.00 0.00 0.00
H 2.5557 -2.4138 -4.0182 0.00 0.00 0.00
H 1.3351 -1.4982 -2.1223 -0.01 0.01 0.01
C 0.0469 -4.0708 -3.5979 -0.02 0.00 0.04
C -0.4088 -3.0608 -4.4348 0.00 -0.01 -0.03
C -1.1794 -2.0120 -3.9581 0.01 0.01 0.01
C -1.5326 -1.9248 -2.5937 0.00 -0.06 0.00
C -1.0937 -2.9855 -1.7690 -0.03 0.06 0.03
C -0.3178 -4.0174 -2.2544 0.05 -0.04 -0.04
N -2.3064 -0.9359 -2.0449 0.03 -0.01 -0.02
C -2.5787 0.2253 -2.7837 0.01 0.04 0.04
C -1.5838 0.9698 -3.4295 -0.01 -0.03 -0.01
C -1.9012 2.1294 -4.1150 -0.02 0.02 0.00
C -3.2109 2.5946 -4.1548 0.00 0.01 0.01
C -4.1995 1.8828 -3.4902 0.00 0.02 -0.01
C -3.8870 0.7112 -2.8180 0.01 -0.01 0.01
H 0.6561 -4.8803 -3.9790 0.00 0.00 0.00
H -0.1610 -3.0850 -5.4912 0.00 0.00 0.00
H -1.5176 -1.2498 -4.6462 0.00 0.00 0.00
H -1.3625 -2.9852 -0.7153 0.01 -0.01 -0.01
H 0.0099 -4.7913 -1.5695 -0.01 0.00 0.00
H -0.5542 0.6438 -3.3577 0.00 0.00 0.00
H -1.1125 2.6934 -4.5999 0.00 0.00 0.00
H -3.4525 3.5097 -4.6812 0.00 0.00 0.00
H -5.2227 2.2404 -3.4977 0.00 0.00 0.00
H -4.6528 0.1486 -2.2967 0.00 0.00 0.00
```
Positions in Å, forces in eV/Å.

The multiplicity is 3. The energy above the lowest of the compared OMol25 structures with the same formula, charge and spin comes out at 0.000 eV. The total charge is -1. The value obtained for the HOMO-LUMO gap (spin up / spin down) is 6.2 / 6.2 eV.

Atom charges from the Löwdin analysis, given in e for atoms 1 to 6:
1. Pd 0.97
2. C -0.02
3. C -0.26
4. N 0.12
5. C -0.12
6. C -0.18